# C3H11NO4

A cluster of 3 separate species, C3H11NO4 in total (wB97M-V/def2-TZVPD, the Open Molecules 2025 dataset).

Atoms and positions in Å:
O 5.45771 3.74726 2.03041
O -2.02631 0.45662 1.43592
O 1.82884 0.74802 -1.58710
O -4.71538 -3.21974 -0.85190
N -0.26050 -0.12728 -0.97679
C -0.45687 -0.72508 0.31808
C -1.89530 -0.55712 0.77271
C 0.53114 1.07355 -1.18372
H -0.36418 -0.75431 -1.74570
H 2.33883 -0.01955 -1.32904
H 0.26729 -0.35349 1.08100
H -2.67684 -1.24976 0.55315
H 6.32892 3.27097 1.94776
H 0.48302 1.61955 -0.23622
H -0.12655 -1.87669 0.35133
H -4.67429 -3.96300 -0.24965
H 0.20255 1.66973 -2.03226
H -5.59465 -3.09645 -1.21060
H 5.35257 3.35676 2.91264

Values from the calculation:
* E_HOMO: -0.319 Ha
* multiplicity: 1
* relative energy (zero: lowest compared OMol25 entry of this formula, charge and spin): 86.88 kcal per mole
* orbital gap: 9.37 eV

Results of the Mulliken charge analysis, in e, for atoms 1 through 5:
1. O -0.63
2. O -0.47
3. O -0.57
4. O -0.63
5. N -0.24

=====

# C6H9N

The molecule C6H9N (wB97M-V/def2-TZVPD, the Open Molecules 2025 dataset).

Atoms and positions in Å:
N 1.61361 -0.08331 -1.29218
C 0.32719 -0.24181 0.49166
C 1.60697 0.25355 -0.04014
C -0.00350 -0.33889 1.96783
C -1.11861 1.00383 -1.34836
C -0.75936 -0.26275 -0.62303
C 0.48213 -0.96838 -0.91192
H -0.68882 0.48072 2.24505
H -1.56597 -0.94962 -0.33101
H -1.67372 0.82588 -2.27672
H 0.89494 -0.18605 2.58405
H -0.47424 -1.27638 2.28035
H -0.18381 1.49474 -1.59716
H 2.47135 0.55919 0.56493
H -1.63733 1.70660 -0.69556
H 0.70917 -2.01732 -1.01779

Values from the calculation:
* E_HOMO: -0.303 Ha
* multiplicity: 1
* relative energy (zero: lowest compared OMol25 entry of this formula, charge and spin): 81.66 kcal per mole
* orbital gap: 9.20 eV

Results of the Mulliken charge analysis, in e, for atoms 1 through 5:
1. N -0.68
2. C 0.42
3. C -0.39
4. C -1.23
5. C -1.28

=====

# C33H42BrF6N7O5S2Sb2Sn

A structure of composition C33H42BrF6N7O5S2Sb2Sn (wB97M-V/def2-TZVPD, the Open Molecules 2025 dataset).

Atoms and positions in Å:
Sb 3.44439 2.01965 1.76703
Sb 2.68385 1.75588 -1.75845
Sn -0.11206 0.19316 0.66413
Br -4.99105 -5.16582 0.16215
S -4.34405 -2.32917 3.86469
S -1.47222 -2.72941 3.36492
F -5.14369 -0.74466 5.74128
F -3.12541 -0.17543 5.30748
F -0.21008 -4.93942 2.62273
F -3.50358 -2.00125 6.38935
F -1.71988 -4.20063 1.26971
F -2.30375 -5.15445 3.14186
O -0.65831 0.98838 -1.27001
O -4.71387 -3.60616 4.34373
O -1.08404 -2.88750 4.75023
O -5.25681 -1.52561 3.10907
O -0.50276 -2.00447 2.57174
N -2.92858 -2.27986 3.04920
N -1.62609 -2.74112 -5.32599
N -1.78249 2.07383 0.92776
N -2.31747 -0.73629 0.52696
N 0.32105 -1.58397 -1.01467
N -0.77357 1.28352 3.56680
N -2.39942 -3.71829 -5.18041
C -3.06941 -3.95077 -3.91610
C 5.14074 5.04180 -1.97566
C -3.17430 1.54591 0.81183
C 5.04707 3.81504 -1.32538
C -4.39114 -3.33409 -2.01365
C -1.88730 -0.54830 -4.37650
C 0.67819 -3.74696 -1.92294
C -0.62952 -2.18095 -3.17256
C -3.99322 -1.25727 5.38698
C 5.32179 3.77692 0.05987
C -0.01412 -3.45868 -3.06343
C 3.69391 -0.10179 1.30478
C -3.75473 -2.98197 -3.20226
C -3.07660 -5.28958 -3.44142
C -0.84725 0.12716 -2.26915
C -1.39172 -1.81001 -4.30326
C 4.23910 1.58439 3.72102
C -1.40214 -4.34206 2.57322
C 5.81204 6.15333 -0.03357
C 2.41531 0.80754 -3.62935
C 4.71539 2.56017 -2.13414
C 5.44520 6.18620 -1.35027
C 0.74473 -2.81409 -0.85552
C 1.55926 3.54416 -2.26654
C -4.26467 -4.62755 -1.54451
C -1.61299 3.02074 1.98519
C -1.57459 0.45013 -3.35929
C 5.29447 2.49405 0.84793
C -3.33016 0.09961 1.24214
C -1.73188 2.34294 3.35822
C -3.59984 -5.61919 -2.22949
C -0.36717 -1.26055 -2.13118
C 5.80436 4.94301 0.68803
H 5.23066 1.14047 3.68613
H 0.48706 3.23402 -2.38911
H -3.61365 -6.61264 -1.80730
H -2.39462 -0.28095 -5.32483
H -2.48749 -0.82125 -0.45079
H -3.89985 -2.02600 -3.61952
H 2.58653 1.45050 -4.51762
H 4.86243 2.84088 -3.17385
H 4.98287 5.04115 -3.03950
H -1.16910 0.43339 3.86138
H 1.01295 -4.77850 -1.72992
H 3.27572 -0.75773 2.08899
H 1.41330 0.41569 -3.62063
H -4.98577 -2.65987 -1.40862
H -1.52978 2.43998 0.00995
H -2.04911 1.43813 -3.43203
H 5.41251 1.75844 -1.91113
H 4.78693 -0.22392 1.22413
H 5.38068 7.12866 -1.85161
H -0.58956 3.43196 1.89909
H 1.70935 4.36760 -1.58539
H -1.60668 3.20166 4.04245
H 5.57940 1.65245 0.23061
H -0.02664 1.60480 4.15826
H 3.11669 -0.04327 -3.60542
H 5.95340 2.61903 1.66104
H 6.09048 7.07089 0.45560
H -4.37273 -0.22318 1.01306
H 4.22367 2.52242 4.26495
H -2.57299 -6.01715 -4.07354
H 1.17748 -3.11088 0.11123
H 3.23130 -0.25887 0.32824
H -3.45440 1.60113 -0.28286
H 1.94564 3.81797 -3.24794
H -2.31900 -1.66786 0.91520
H -0.16170 -4.19902 -3.85413
H -3.17585 -0.13690 2.31646
H -3.93038 2.11971 1.32278
H -2.34464 3.78801 1.91793
H 6.13316 4.86608 1.69158
H -2.76457 1.94200 3.40673
H 3.57740 0.93075 4.26561

Values from the calculation:
* E_HOMO: -0.299 Ha
* multiplicity: 1
* relative energy (zero: lowest compared OMol25 entry of this formula, charge and spin): 17.72 kcal per mole
* orbital gap: 7.44 eV

Results of the Mulliken charge analysis, in e, for atoms 1 through 5:
1. Sb 0.87
2. Sb 0.21
3. Sn 1.62
4. Br -0.16
5. S 1.00

=====

# C5H6O

A structure of composition C5H6O (wB97M-V/def2-TZVPD, the Open Molecules 2025 dataset).

Atoms and positions in Å:
O 1.20710 0.90122 0.64231
C -0.55522 0.50653 -0.88780
C 0.62357 0.05718 -0.00274
C 0.93198 -1.39815 0.17710
C -1.95653 1.43673 1.24254
C -1.40704 1.10818 0.15539
H 1.06186 -1.56825 1.24937
H 1.88460 -1.61421 -0.31461
H 0.15492 -2.05240 -0.22042
H -1.04365 -0.31378 -1.42113
H -0.22200 1.25620 -1.61477
H -0.67961 1.68076 0.99477

Values from the calculation:
* E_HOMO: -0.375 Ha
* multiplicity: 1
* relative energy (zero: lowest compared OMol25 entry of this formula, charge and spin): 88.12 kcal per mole
* orbital gap: 10.71 eV

Results of the Mulliken charge analysis, in e, for atoms 1 through 5:
1. O -0.55
2. C -0.28
3. C 0.64
4. C -1.07
5. C -0.72

=====

# C39H54ClNO2OsPS2

A structure of composition C39H54ClNO2OsPS2 (wB97M-V/def2-TZVPD, the Open Molecules 2025 dataset).

Atoms and positions in Å:
Os 11.25621 16.95563 8.57792
Cl 17.68268 18.50246 12.21244
S 14.99355 14.54723 7.88103
S 17.06114 13.38700 9.64602
P 10.21108 19.07285 7.84894
O 13.10994 17.50930 8.70298
O 11.48366 17.64010 10.80117
N 15.70630 11.96002 8.09278
C 11.19443 19.76816 6.42174
C 7.55723 16.02289 9.79726
C 14.20151 17.66637 9.62402
C 7.79103 19.38588 6.40171
C 6.70519 18.92864 5.67050
C 8.26019 17.12141 7.20244
C 8.57700 18.49708 7.13276
C 9.81359 20.24024 9.32815
C 13.90327 17.74901 10.92316
C 9.87346 14.94233 9.84841
C 11.21401 14.67702 7.84305
C 7.13552 16.67354 6.47719
C 9.36353 14.28362 5.06625
C 16.83495 11.05234 8.45652
C 15.85048 13.21902 8.44649
C 12.57470 17.85387 11.36708
C 10.52027 20.82623 5.52318
C 9.06183 19.49759 10.42119
C 11.40895 12.33730 10.29575
C 6.42777 17.63462 5.69924
C 10.25036 15.41769 7.09660
C 7.68956 16.34833 11.27114
C 12.68066 14.47942 11.06209
C 12.62161 20.35625 6.79553
C 17.37410 11.58211 9.78544
C 9.20858 16.12134 7.83966
C 11.02296 14.47057 9.17188
C 11.73216 15.15286 5.02751
C 11.46732 18.56223 5.43033
C 8.93618 21.34484 8.76650
C 8.88993 15.74995 9.19780
C 15.03398 18.03558 11.62695
C 16.40505 18.13912 11.19464
C 12.07719 13.67147 9.90921
C 10.29231 15.45028 5.57516
C 11.11262 20.76849 9.92813
C 16.62208 17.92470 9.67820
C 15.47376 17.84527 8.94269
C 6.59260 14.79820 9.71672
H 9.78379 13.27369 5.34019
H 9.22965 14.33062 3.99645
H 15.29822 17.47288 7.97007
H 9.79791 18.88920 10.99650
H 6.87876 15.58191 6.51046
H 11.83962 14.96945 11.62433
H 13.05490 20.83411 5.91021
H 10.92346 21.40441 10.80439
H 17.05487 11.14607 10.75072
H 6.60076 14.27370 8.71608
H 11.97984 14.09992 4.99307
H 10.51462 18.19053 5.06424
H 9.58813 20.41200 5.17302
H 7.95696 20.95500 8.55110
H 7.18485 16.91763 9.25349
H 8.69759 22.07844 9.57446
H 11.75865 19.97745 10.16786
H 9.64067 14.72475 10.86353
H 5.55189 15.18908 9.80418
H 8.56189 20.24843 11.09110
H 11.90122 17.78759 6.01344
H 16.39438 10.06561 8.59351
H 15.17259 11.89646 7.21962
H 5.51081 17.46840 5.20564
H 12.03630 14.31922 7.32616
H 8.32401 18.81545 9.94655
H 13.27542 19.57455 7.16750
H 6.98410 14.18755 10.47072
H 12.52011 15.65990 5.56357
H 8.06508 20.44691 6.41984
H 6.15764 19.58631 5.04475
H 10.83377 11.89757 9.58433
H 9.80720 16.40515 5.24918
H 9.43351 21.80091 7.87884
H 12.56513 21.12000 7.55585
H 12.41526 18.20196 12.36738
H 10.43580 21.81638 5.96162
H 10.73276 12.53209 11.12595
H 13.34689 15.24244 10.74508
H 18.43842 11.62754 9.66842
H 17.60665 17.89004 9.13517
H 11.09021 20.72722 4.59406
H 8.38489 17.18299 11.47537
H 12.91408 13.58639 9.25972
H 14.90136 18.13117 12.73792
H 6.79141 16.77041 11.75383
H 13.34136 13.82175 11.69723
H 8.43114 14.35110 5.52748
H 17.57466 11.15638 7.64489
H 11.67229 21.41889 9.25924
H 7.96749 15.41034 11.74890
H 12.11068 11.55564 10.60320
H 11.72782 15.42893 4.01955
H 12.23507 18.88758 4.71633

Values from the calculation:
* E_HOMO (alpha / beta): -0.567 / -0.562 Ha
* multiplicity: 5
* net charge: +3
* <S²>: 6.060
* orbital gap (alpha / beta): 6.33 / 3.54 eV

Results of the Mulliken charge analysis, in e, for atoms 1 through 5:
1. Os 1.41
2. Cl -0.03
3. S -0.27
4. S -0.09
5. P -0.53

=====

# H17O9

A cluster of 9 separate species, H17O9 in total (wB97M-V/def2-TZVPD, the Open Molecules 2025 dataset).

Atoms and positions in Å:
O 2.97600 1.84300 -12.77100
O 6.68200 1.66600 -12.34500
O 4.61600 -0.99800 -12.80800
O 3.89900 1.54400 -16.75300
O 6.67200 2.93600 -15.71400
O 5.05500 1.19500 -14.41200
O 8.23600 -0.98800 -15.45600
O 4.44300 3.97300 -14.20800
O 5.69800 -1.27500 -16.47500
H 4.12800 -1.64600 -13.33500
H 4.33100 1.40200 -15.90300
H 7.13900 2.42000 -16.36800
H 3.73400 1.54900 -13.38600
H 3.29000 2.30200 -16.66800
H 6.08900 1.47900 -13.09400
H 3.49500 2.40100 -12.20900
H 6.08600 2.26800 -15.28500
H 5.42300 -1.91800 -15.85100
H 8.20500 -0.30200 -14.76400
H 4.62300 3.07100 -14.12100
H 5.34900 0.49300 -14.94400
H 6.81400 2.63100 -12.37600
H 4.69800 -0.23300 -13.44000
H 3.75800 4.09400 -14.93600
H 7.33700 -1.18100 -15.65100
H 4.90800 -0.79400 -16.69100

Values from the calculation:
* E_HOMO: -0.252 Ha
* multiplicity: 1
* relative energy (zero: lowest compared OMol25 entry of this formula, charge and spin): 23.77 kcal per mole
* net charge: -1
* orbital gap: 9.90 eV

Results of the Mulliken charge analysis, in e, for atoms 1 through 5:
1. O -0.69
2. O -0.70
3. O -0.65
4. O -0.70
5. O -0.66